Here is a structure of composition C40H51Cl4N5O4P2Pd from OMol25. Energies are from ωB97M-V/def2-TZVPD.

Last column: Löwdin charge in e.
Atoms and positions in Å:
Pd 0.530 -0.248 -0.357  0.483
C 4.213 -0.165 0.106  -0.223
P 2.797 -0.339 -1.034  0.969
C 2.981 1.162 -2.111  -0.369
N 3.979 1.259 -2.943  0.141
C 3.991 2.306 -3.814  -0.205
C 5.047 2.427 -4.745  -0.013
C 5.040 3.453 -5.646  -0.076
C 3.984 4.395 -5.656  -0.075
C 2.959 4.299 -4.760  -0.014
C 2.950 3.250 -3.814  -0.204
N 1.953 3.184 -2.889  0.136
C 1.965 2.185 -2.050  -0.370
P 0.754 2.082 -0.663  0.959
C 1.819 2.795 0.644  -0.216
C -0.471 3.479 -0.900  -0.690
C 0.141 4.882 -0.981  -0.095
C -1.363 3.430 0.357  -0.104
C -1.287 3.234 -2.171  -0.096
C 3.284 -1.770 -2.136  -0.705
C 2.285 -1.793 -3.296  -0.097
C 4.719 -1.735 -2.665  -0.097
C 3.111 -3.047 -1.303  -0.096
H 5.114 0.132 -0.429  0.045
H 4.375 -1.125 0.598  0.045
H 3.978 0.554 0.888  0.019
H 5.838 1.689 -4.721  0.114
H 5.845 3.550 -6.363  0.104
H 3.997 5.199 -6.380  0.104
H 2.144 5.012 -4.741  0.113
H 2.355 3.671 0.278  0.056
H 2.518 2.047 1.002  0.009
H 1.193 3.079 1.490  0.027
H 0.727 5.123 -0.094  0.069
H -0.678 5.607 -1.031  0.088
H 0.764 5.003 -1.863  0.059
H -0.881 3.939 1.193  0.062
H -1.584 2.417 0.693  0.039
H -2.306 3.946 0.154  0.091
H -0.657 3.328 -3.057  0.071
H -2.085 3.978 -2.239  0.088
H -1.749 2.248 -2.187  0.040
H 2.380 -0.908 -3.929  0.074
H 1.260 -1.849 -2.921  0.059
H 2.469 -2.672 -3.918  0.088
H 4.905 -0.882 -3.309  0.052
H 4.893 -2.653 -3.235  0.084
H 5.445 -1.718 -1.850  0.073
H 2.093 -3.157 -0.935  0.051
H 3.799 -3.070 -0.455  0.075
H 3.352 -3.905 -1.938  0.089
Cl -0.136 3.128 4.201  0.578
C 0.783 1.614 4.369  -0.969
Cl 0.034 0.544 5.585  0.597
C 0.902 0.858 3.022  -0.819
O 2.056 0.567 2.704  -0.008
O -0.175 0.613 2.411  -0.162
H 1.766 1.875 4.742  0.057
C -1.950 -0.725 -2.333  -0.159
C -3.429 -0.835 -2.783  -0.150
N -4.277 -1.242 -1.660  -0.151
C -3.701 -2.446 -1.054  -0.141
C -2.309 -2.139 -0.455  -0.158
N -1.871 -0.788 -0.863  -0.186
C -2.807 0.192 -0.294  -0.151
C -4.265 -0.181 -0.654  -0.139
H -1.488 0.200 -2.677  0.088
H -1.350 -1.550 -2.722  0.114
H -3.542 -1.565 -3.587  0.114
H -3.801 0.123 -3.155  0.114
H -3.635 -3.214 -1.827  0.120
H -4.387 -2.815 -0.287  0.099
H -1.557 -2.858 -0.764  0.107
H -2.321 -2.163 0.634  0.073
H -2.549 1.170 -0.690  0.078
H -2.647 0.234 0.785  0.091
H -4.804 0.684 -1.046  0.118
H -4.809 -0.541 0.222  0.099
Cl -3.334 -3.964 2.442  0.830
C -4.035 -2.418 2.750  -0.581
C -5.407 -2.289 2.615  -0.104
C -6.011 -1.058 2.803  -0.068
C -5.247 0.050 3.121  -0.099
C -3.875 -0.076 3.262  -0.585
Cl -2.954 1.312 3.683  0.769
C -3.237 -1.310 3.086  -0.281
N -1.833 -1.425 3.197  0.173
C -1.246 -2.336 3.993  -0.204
C -1.970 -2.874 5.098  -0.019
C -1.375 -3.757 5.943  -0.047
C -0.046 -4.162 5.707  -0.018
C 0.662 -3.667 4.629  0.000
C 0.108 -2.753 3.745  -0.103
C 0.834 -2.360 2.515  -0.043
C 0.264 -3.069 1.253  -0.659
O -0.256 -4.175 1.393  0.006
O 0.431 -2.435 0.168  -0.173
H -5.987 -3.162 2.349  0.110
H -7.082 -0.961 2.690  0.115
H -5.699 1.021 3.270  0.110
H -1.223 -0.691 2.753  0.107
H -2.976 -2.521 5.279  0.126
H -1.913 -4.134 6.802  0.114
H 0.421 -4.873 6.376  0.114
H 1.669 -4.013 4.442  0.127
H 1.880 -2.657 2.603  0.136
H 0.818 -1.293 2.330  0.065

For the total energy, the calculation gives -130097.031 eV. The energy relative to the best compared isomer or geometry (same formula, charge and spin) comes out at 55.6 kJ/mol. As for the LUMO energy (alpha / beta): -0.40 / -2.98 eV. The value obtained for the frontier orbital gap (alpha / beta) is 5.92 / 4.74 eV. Its expectation value of S² is 2.032. As for the spin multiplicity: 3.